Run w
Below is 2 unconnected molecules or ions with the total composition C4H11NO3, with properties calculated with ωB97M-V with the def2-TZVPD basis set.

Last column: Löwdin charge in e.
Positions of all 19 atoms, in Å:
O 0.64 -1.04 1.30  0.0460
C 0.45 -0.45 0.26  -0.4877
N -0.31 0.69 0.25  0.0760
C -0.63 1.55 -0.86  -0.2533
O -1.36 0.94 -1.92  -0.0556
C 1.08 -0.86 -1.05  -0.1412
C 1.08 -2.39 -1.17  -0.1012
H -0.75 0.88 1.14  0.0863
H -1.19 2.37 -0.41  0.1278
H 0.23 1.96 -1.38  0.1221
H -2.29 0.83 -1.68  0.0953
H 0.54 -0.44 -1.89  0.0919
H 2.13 -0.60 -0.94  0.1223
H 0.25 -2.91 -0.69  0.0763
H 1.08 -2.72 -2.22  0.0723
H 1.93 -2.91 -0.73  0.0706
H -0.26 0.32 3.24  0.0553
H 0.08 1.74 2.94  0.0564
O -0.68 1.16 2.97  -0.0598

Summary:
HOMO-LUMO gap (eV): 10.36
Molar mass (Da): 121.1
SMILES: CCC(=O)NCO.O

=====

Run x
Below is 3 unconnected molecules or ions with the total composition C4H11NO3, with properties calculated with ωB97M-V with the def2-TZVPD basis set.

Last column: Löwdin charge in e.
Positions of all 19 atoms, in Å:
C 0.51 -0.66 0.81  -0.2462
C -1.66 -0.34 0.61  -0.3188
C 0.50 0.64 0.29  -0.2850
C 2.52 0.59 -0.30  -0.0200
N -1.83 -1.04 -0.64  0.0237
O 0.60 -1.80 0.12  0.0058
O -2.41 0.83 0.77  -0.0237
O -0.09 1.08 -0.88  -0.0481
H -0.14 -1.76 -0.56  0.0996
H -2.06 1.49 0.16  0.0797
H 0.62 1.48 -1.41  0.1045
H 0.80 -0.76 1.85  0.1466
H -1.93 -1.00 1.43  0.1188
H 0.63 1.41 1.04  0.1346
H -2.70 -1.58 -0.70  0.0960
H -1.81 -0.39 -1.42  0.0836
H 2.74 1.63 -0.53  0.0091
H 2.60 -0.05 -1.18  0.0210
H 3.12 0.24 0.53  0.0186

Summary:
HOMO-LUMO gap (eV): 7.57
Molar mass (Da): 121.1

=====

Run y
Below is 2 unconnected molecules or ions with the total composition C4H11NO3, with properties calculated with ωB97M-V with the def2-TZVPD basis set.

Last column: Löwdin charge in e.
Positions of all 19 atoms, in Å:
O -2.03 0.04 1.15  0.0304
C -1.49 1.02 1.59  -0.3374
N -0.19 1.42 1.37  0.0369
C 0.82 0.52 0.85  -0.1682
C 0.97 0.36 -0.64  -0.4069
C 1.73 -0.89 -1.14  -0.0454
O -0.34 0.14 -1.24  -0.1175
H -2.09 1.85 2.04  0.1434
H 0.06 2.34 1.66  0.1300
H 0.63 -0.58 1.19  0.1612
H 1.76 0.74 1.39  0.1328
H 1.28 1.37 -1.24  0.1802
H 1.24 -1.73 -0.66  0.0762
H 2.79 -0.76 -0.94  0.0787
H 1.44 -0.89 -2.25  0.1164
H -1.13 0.24 -0.69  0.0531
H -1.12 -1.55 -1.14  -0.0011
H -2.30 -1.75 -0.19  0.0118
O -2.03 -1.88 -1.10  -0.0746

Summary:
HOMO-LUMO gap (eV): 10.63
Molar mass (Da): 121.1
SMILES: C[C@@H](O)CNC=O.O

=====

Run z
Below is 2 unconnected molecules or ions with the total composition C4H11NO3, with properties calculated with ωB97M-V with the def2-TZVPD basis set.

Last column: Löwdin charge in e.
Positions of all 19 atoms, in Å:
C 0.12 0.84 -0.15  -0.0690
C 0.05 0.03 -1.45  -0.4155
C -0.47 0.90 -2.58  -0.0502
O 1.37 -0.39 -1.79  -0.0186
C -0.12 0.02 1.11  -0.5057
N -1.11 0.50 1.91  0.1622
O 0.39 -1.08 1.21  0.0536
H 1.06 1.39 -0.16  0.1403
H -0.65 1.60 -0.15  0.0990
H -0.57 -0.85 -1.33  0.1430
H 0.09 1.81 -2.71  0.0792
H -0.53 0.34 -3.51  0.0820
H -1.49 1.18 -2.34  0.0779
H 1.42 -1.31 -1.91  0.0685
H -1.76 1.21 1.61  0.0966
H -1.54 0.04 2.69  0.1087
H 1.68 -2.41 2.64  0.0108
H 0.56 -1.80 3.41  0.0027
O 1.48 -2.04 3.50  -0.0655

Summary:
HOMO-LUMO gap (eV): 10.61
Molar mass (Da): 121.1
SMILES: C[C@@H](O)CC(N)=O.O

=====

We find run w to be the most stable, with the next structure 0.0045 hartree higher.

=====

Run w
Below is 3 unconnected molecules or ions with the total composition C4H11NO3, with properties calculated with ωB97M-V with the def2-TZVPD basis set.

Last column: Löwdin charge in e.
Positions of all 19 atoms, in Å:
C 0.75 -1.74 1.11  -0.3246
C -0.54 0.03 0.72  -0.1033
C -0.13 2.84 -0.09  -0.2697
C -0.80 -0.71 -1.49  -0.0958
N 0.03 -0.15 -0.45  -0.0726
O -1.00 1.81 -0.38  -0.2539
O 1.97 -1.17 1.06  0.0244
O 0.52 -2.85 0.39  0.0525
H 1.96 -0.54 0.31  0.1077
H 1.08 -2.85 -0.40  0.1219
H 0.33 -1.84 2.11  0.1414
H -1.58 -0.22 0.92  0.1152
H 0.02 0.53 1.50  0.1051
H 0.23 3.36 -1.00  0.0641
H -0.60 3.61 0.55  0.0702
H 0.77 2.51 0.46  0.0644
H -0.72 -1.81 -1.46  0.0793
H -0.42 -0.37 -2.46  0.0867
H -1.85 -0.43 -1.39  0.0872

Summary:
HOMO-LUMO gap (alpha / beta) (eV): 6.12 / 8.39
Molar mass (Da): 121.1

=====

Run x
Below is 2 unconnected molecules or ions with the total composition C4H11NO3, with properties calculated with ωB97M-V with the def2-TZVPD basis set.

Last column: Löwdin charge in e.
Positions of all 19 atoms, in Å:
C 1.48 -0.50 -0.20  -0.1919
C 2.28 0.79 -0.12  -0.1573
C -0.32 -0.27 0.88  -0.6163
O -0.69 -1.56 1.12  0.0790
O -0.17 0.58 1.75  0.0543
H -0.47 -1.75 2.04  0.1327
H 1.61 -1.01 -1.18  0.0854
H 1.81 -1.24 0.53  0.0767
H 2.00 1.48 -0.92  0.0659
H 2.09 1.29 0.83  0.0628
H 3.36 0.62 -0.20  0.0625
C -2.35 -0.34 -0.75  -0.0094
N -1.00 0.16 -0.46  -0.1771
O -1.02 1.58 -0.49  0.0009
H -0.72 1.81 0.42  0.0999
H 0.13 -0.25 -0.76  0.1459
H -2.31 -1.43 -0.78  0.0910
H -3.05 -0.02 0.02  0.1008
H -2.65 0.05 -1.72  0.0941

Summary:
HOMO-LUMO gap (eV): 9.03
Molar mass (Da): 121.1

=====

We find run x to be the most stable, with the next structure 0.0584 hartree higher.

=====

Run w
Below is a molecular structure, C29H23AsCl2F6N3O7Ti, with properties calculated with ωB97M-V with the def2-TZVPD basis set.

Last column: Löwdin charge in e.
Positions of all 72 atoms, in Å:
Ti 0.19 0.20 0.43  1.1160
C 3.70 -2.20 0.63  -0.0870
O 2.83 -3.29 0.60  -0.1069
C 1.80 -3.37 -0.31  -0.2008
C 1.94 -4.34 -1.33  0.0368
C 0.83 -4.58 -2.28  -0.0891
C -0.31 -3.86 -2.24  -0.0463
C -0.45 -2.81 -1.22  -0.1348
C -1.54 -1.86 -1.29  0.0090
N -1.46 -0.64 -0.64  -0.0674
N -2.66 0.12 -0.80  0.0860
C -2.52 1.05 0.12  -0.4605
O -1.52 1.19 0.92  -0.1556
C -3.61 2.01 0.45  -0.1186
C -3.26 3.03 1.32  -0.0428
C -4.21 3.92 1.71  -0.0833
C -5.51 3.72 1.30  -0.1296
C -5.83 2.75 0.36  -0.1200
C -4.89 1.86 -0.11  -0.0156
C 0.58 -2.60 -0.28  -0.2855
O 0.50 -1.68 0.62  -0.1620
H 4.53 -2.50 1.26  0.0900
H 3.27 -1.33 1.09  0.0656
H 4.12 -2.08 -0.36  0.1012
H 2.82 -4.93 -1.03  0.1183
H 0.97 -5.34 -3.03  0.0833
H -1.20 -3.90 -2.86  0.1001
H -2.47 -2.07 -1.90  0.1303
H -2.24 3.14 1.62  0.0279
H -3.91 4.65 2.48  0.1085
H -6.33 4.35 1.67  0.0946
H -6.93 2.67 0.16  0.1045
H -5.04 1.08 -0.81  0.0942
Cl -0.57 7.73 -0.82  0.7353
C -0.11 6.17 -0.45  -0.7072
C 0.08 5.70 0.85  -0.1929
C -0.03 4.37 1.05  -0.4938
Cl -0.26 3.78 2.75  0.6905
C 0.12 3.43 -0.01  -0.3584
O 0.51 2.27 0.19  -0.0708
C -0.12 3.93 -1.36  -0.1174
C -0.28 2.86 -2.44  -0.1946
O 0.12 1.68 -2.35  -0.0734
C -0.19 5.27 -1.58  -0.1125
H 0.14 6.45 1.59  0.0768
H -0.76 3.12 -3.40  0.1068
H -0.42 5.84 -2.46  0.0749
F 1.02 -0.99 -5.41  -0.2420
As 2.55 -1.68 -5.45  0.6986
F 1.86 -3.25 -5.63  -0.2644
F 2.51 -1.77 -3.71  -0.2713
F 4.22 -2.34 -5.53  -0.3071
F 3.24 -0.06 -5.25  -0.2980
F 2.46 -1.45 -7.18  -0.2837
N 1.94 0.14 -1.03  0.0822
H 2.39 1.06 -1.02  0.0789
H 1.63 -0.01 -1.97  0.0450
H 2.58 -0.55 -0.70  0.0175
O 2.83 0.01 3.27  0.0179
C 1.67 -0.32 3.02  -0.5934
O 0.83 0.38 2.35  -0.1253
C 1.20 -1.65 3.65  -0.1239
C -0.12 -1.87 3.99  -0.0479
C -0.55 -3.10 4.46  -0.0886
C 0.36 -4.20 4.58  -0.1026
C 1.69 -4.00 4.23  -0.0825
C 2.14 -2.69 3.85  -0.0037
H -0.89 -1.07 3.90  0.1289
H -1.58 -3.14 4.76  0.0816
H 0.05 -5.11 5.03  0.0739
H 2.35 -4.86 4.35  0.0878
H 3.17 -2.44 3.64  0.0985

Summary:
HOMO-LUMO gap (alpha / beta) (eV): 4.22 / 5.45
Total charge: -2
Multiplicity: 4
Molar mass (Da): 833.2

=====

Run x
Below is a molecular structure, C29H23AsCl2F6N3O7Ti, with properties calculated with ωB97M-V with the def2-TZVPD basis set.

Last column: Löwdin charge in e.
Positions of all 72 atoms, in Å:
Ti -0.03 -1.06 -0.39  1.0950
C -2.03 0.53 5.12  -0.0194
O -2.73 1.70 4.60  -0.0685
C -3.01 1.87 3.30  -0.2084
C -4.19 2.47 2.96  -0.0083
C -4.43 2.87 1.63  -0.0435
C -3.54 2.49 0.62  -0.0482
C -2.35 1.86 0.92  -0.0916
C -1.37 1.90 -0.19  -0.0688
N -0.46 1.09 -0.55  -0.0217
N 0.38 1.62 -1.58  0.0658
C 1.25 0.77 -2.05  -0.4517
O 1.51 -0.42 -1.67  -0.0792
C 1.91 1.36 -3.28  -0.1125
C 3.09 0.83 -3.84  -0.0022
C 3.75 1.53 -4.89  -0.0922
C 3.14 2.65 -5.40  -0.1292
C 2.00 3.26 -4.83  -0.0846
C 1.42 2.61 -3.73  -0.0317
C -2.04 1.46 2.26  -0.2588
O -0.97 0.88 2.56  0.0686
H -2.02 0.66 6.20  0.0806
H -1.02 0.49 4.72  0.0761
H -2.64 -0.36 4.84  0.1094
H -4.88 2.72 3.77  0.1185
H -5.31 3.43 1.38  0.0983
H -3.75 2.79 -0.40  0.1171
H -1.45 2.83 -0.74  0.1199
H 3.46 -0.07 -3.34  0.1187
H 4.62 1.06 -5.33  0.0859
H 3.57 3.16 -6.25  0.0818
H 1.57 4.12 -5.24  0.0713
H 0.56 2.97 -3.19  0.0881
Cl 1.90 -4.54 -6.43  0.6217
C 1.39 -4.16 -4.85  -0.7861
C 1.99 -4.80 -3.79  -0.1811
C 1.61 -4.34 -2.49  -0.4717
Cl 2.02 -5.50 -1.11  0.5205
C 0.74 -3.28 -2.17  -0.4101
O 0.39 -2.99 -0.97  -0.1655
C 0.11 -2.70 -3.33  -0.1194
C -0.92 -1.77 -3.09  -0.1618
O -1.00 -1.20 -1.93  -0.2520
C 0.44 -3.20 -4.70  -0.0765
H 2.72 -5.57 -3.95  0.0813
H -1.69 -1.32 -3.79  0.1347
H -0.05 -2.73 -5.55  0.0911
F -2.77 -1.48 0.06  -0.2304
As -4.16 -2.18 0.69  0.7345
F -5.05 -0.71 0.30  -0.2766
F -3.67 -1.47 2.27  -0.2911
F -5.62 -2.88 1.45  -0.2939
F -3.26 -3.65 0.90  -0.2545
F -4.64 -2.85 -0.80  -0.2427
N -0.50 -2.15 1.55  0.0408
H 0.34 -2.39 2.08  0.0343
H -1.05 -2.95 1.22  0.0459
H -1.12 -1.56 2.14  0.0561
O 2.22 -1.71 2.26  0.0177
C 1.96 -0.56 1.91  -0.6219
O 1.35 -0.17 0.90  -0.1036
C 2.45 0.58 2.84  -0.0808
C 1.87 1.86 2.81  -0.0214
C 2.22 2.79 3.79  -0.0847
C 3.23 2.49 4.71  -0.1217
C 3.86 1.24 4.72  -0.1214
C 3.46 0.31 3.80  -0.0452
H 1.22 2.14 2.03  0.0881
H 1.82 3.78 3.81  0.0832
H 3.59 3.23 5.40  0.0772
H 4.67 1.05 5.46  0.1011
H 3.92 -0.68 3.83  0.1111

Summary:
HOMO-LUMO gap (alpha / beta) (eV): 4.73 / 4.91
Total charge: -2
Multiplicity: 4
Molar mass (Da): 833.2

=====

We find run x to be the most stable, with the next structure 0.0625 hartree higher.

=====

Run w
Below is a single C3H5NS molecule, with properties calculated with ωB97M-V with the def2-TZVPD basis set.

Last column: Löwdin charge in e.
Positions of all 10 atoms, in Å:
C 0.85 0.90 -0.87  -0.7893
C -0.19 0.05 1.40  0.0299
C -0.77 -0.46 0.12  -0.2791
N 0.13 -0.17 -1.03  -0.1019
S 2.05 1.66 -1.57  0.6332
H 0.74 -0.41 1.80  0.0713
H -0.54 0.87 1.97  0.0268
H -1.00 -1.60 0.32  0.1442
H -1.68 -0.06 -0.21  0.0802
H 0.40 -0.79 -1.91  0.1849

Summary:
HOMO-LUMO gap (alpha / beta) (eV): 8.35 / 7.44
Molar mass (Da): 87.1

=====

Run x
Below is a single C3H5NS molecule, with properties calculated with ωB97M-V with the def2-TZVPD basis set.

Last column: Löwdin charge in e.
Positions of all 10 atoms, in Å:
C -0.30 1.36 0.35  -0.6325
C 0.55 0.20 -0.27  -0.3255
C 0.49 -1.21 0.08  -0.2257
H -0.97 0.82 1.20  0.0931
H 1.32 0.44 -1.09  0.1468
H 1.31 -1.98 -0.07  0.1395
H -0.13 -1.20 0.96  0.0875
H -1.45 -0.64 -0.43  0.1286
N -0.47 -0.81 -0.92  -0.0156
S -0.37 3.03 0.19  0.6038

Summary:
HOMO-LUMO gap (eV): 8.40
Molar mass (Da): 87.1
SMILES: S=C[C@H]1CN1

=====

We find run x to be the most stable, with the next structure 0.0230 hartree higher.